[1]
A cluster of 2 separate species, C27H24O5S2 in total, computed with ωB97M-V with the def2-TZVPD basis set.

Structure (XYZ):
```
58
C27H24O5S2 ωB97M-V with the def2-TZVPD basis set
S -2.2538 0.9216 0.2086
S 0.0764 2.5310 1.4676
O -2.3629 -0.5140 0.0658
O -3.3624 1.7073 0.6988
O 4.0152 6.0033 4.7042
O 0.5198 3.2193 0.2729
O -0.5487 3.2691 2.5475
C 1.6762 5.6664 4.6094
C -1.5288 7.0402 -2.1715
C -2.0882 2.9328 -1.6477
C -0.9681 6.0592 0.4210
C -2.2553 6.5727 0.0880
C 2.5986 1.3720 1.4328
C 3.6752 0.4860 3.4172
C -1.8838 1.5741 -1.4287
C 2.6128 0.9445 4.2006
C -1.2321 2.6787 -3.8926
C 5.2775 6.3051 4.0641
C 0.5354 5.5422 3.8687
C -1.0315 1.3127 -3.6667
C -1.7865 3.4795 -2.8911
C 1.6307 6.5649 1.9563
C 2.8161 6.6317 2.6682
C 1.5348 1.8183 2.2243
C -0.8398 1.1798 1.1365
C 2.8692 6.1206 3.9872
C -0.6980 5.6194 1.7553
C -2.5244 7.0616 -1.1816
C -1.3723 0.7499 -2.4339
C 3.6676 0.7014 2.0357
C -0.2633 6.5159 -1.8758
C 1.5397 1.6096 3.6057
C 0.4822 5.9022 2.4856
C 0.0119 6.0163 -0.6090
H 4.5081 -0.0394 3.8841
H 3.7104 7.0623 2.2100
H -0.6143 0.6774 -4.4510
H 2.5759 1.5425 0.3569
H -1.5680 5.3168 2.3328
H -0.9596 3.1258 -4.8498
H -2.5048 3.5470 -0.8513
H 4.4914 0.3450 1.4159
H 1.7171 5.3715 5.6560
H 6.0185 6.1009 4.8390
H -3.0107 6.6206 0.8768
H 0.5180 6.4902 -2.6394
H 1.5844 7.0301 0.9725
H 5.3262 7.3611 3.7593
H -3.5121 7.4669 -1.4127
H 2.6008 0.7826 5.2781
H -0.3646 5.1586 4.3411
H 0.7000 1.9616 4.2031
H -1.2445 -0.3157 -2.2472
H -1.7411 7.4227 -3.1718
H -0.4896 0.2986 1.6685
H 0.9904 5.5885 -0.3900
H 5.4482 5.6554 3.1923
H -1.9889 4.5363 -3.0626
```

Results
energy above the lowest of the compared OMol25 structures with the same formula, charge and spin: 0.00 kcal per mole
electronic energy: -2215.6716 a.u.
HOMO energy: -6.669 eV
LUMO energy: -2.48 eV
Kohn-Sham gap: 4.2 eV



[2]
The ion C5H11N3 with charge +2, computed with ωB97M-V with the def2-TZVPD basis set.

Structure (XYZ):
```
19
C5H11N3 ωB97M-V with the def2-TZVPD basis set
N 0.7735 -1.2487 -1.0342
N -0.3229 0.5099 1.0060
N -0.9272 0.8987 2.2325
C 0.1936 -1.8620 -1.8725
C -0.6834 1.7687 -0.2776
C 1.4766 -0.7219 -0.1405
C 1.0958 0.2984 0.9524
C -0.2303 -2.5571 -2.8776
H -1.1633 -2.7966 -3.1683
H 1.4258 -0.1643 1.8749
H 0.4595 -2.9884 -3.4877
H -2.0506 0.9951 2.1602
H -1.8294 1.6755 -0.3003
H -0.3872 1.2611 -1.2580
H -1.0200 0.2568 3.0234
H 2.5385 -0.9478 -0.3729
H 1.4789 1.2721 0.7372
H -0.1337 2.5955 0.1885
H -0.6939 1.7550 2.6145
```

Results
energy above the lowest of the compared OMol25 structures with the same formula, charge and spin: 172.18 kcal per mole
electronic energy: -360.5284 a.u.
HOMO energy: -18.357 eV
charge: +2
structure (SMILES): C=C=[N+]=CCN(C)[NH3+]
LUMO energy: -9.00 eV
Kohn-Sham gap: 9.4 eV



[3]
A structure of composition C33H29Cl2N4O3RuSe2, computed with ωB97M-V with the def2-TZVPD basis set.

Structure (XYZ):
```
74
C33H29Cl2N4O3RuSe2 ωB97M-V with the def2-TZVPD basis set
Ru -0.1970 0.0408 0.2522
Se -0.4212 1.8043 -1.4896
Se -1.7558 1.0524 1.9679
Cl -4.0995 -2.6210 -1.5045
Cl -2.4042 -6.2523 2.0893
O -4.6385 3.7198 -0.4112
O -1.8745 -0.9620 -0.4215
O 0.0676 3.8936 0.9018
N -0.1638 -1.6335 1.5379
N 3.8701 2.2579 1.9369
N 4.8861 1.8659 -0.1093
N 1.5269 1.0519 1.0098
C 3.6594 -1.9227 -6.0624
C 0.6203 -3.1403 3.2020
C -1.2274 -3.7934 1.8109
C 0.6651 -1.9147 2.5121
C 2.1555 -1.8535 -4.1704
C -2.2829 3.4987 0.1676
C 1.5930 1.5986 2.2363
C 1.0562 -5.8725 -1.4353
C 0.7704 -6.6447 -2.5538
C -3.0920 -4.2927 0.3621
C 2.3668 0.0539 -5.6366
C 1.8009 -0.5490 -4.5266
C -2.0067 -2.1098 0.1227
C -0.3100 -4.0740 2.8501
C -1.1223 -2.5346 1.1782
C 2.6117 1.1456 0.2484
C 0.7501 -0.9493 -0.9986
C 1.1998 -1.6799 -1.9422
C 0.7769 -6.0564 -3.8104
C -1.0775 4.4458 0.2955
C 1.0718 -4.7091 -3.9508
C 3.0896 -2.5322 -4.9545
C 3.2980 -0.6290 -6.4097
C -2.5928 2.7682 1.4834
C 1.5719 -2.4602 -2.9492
C 1.3480 -4.5269 -1.5748
C -2.1792 2.5669 -1.0504
C 3.7832 1.7504 0.7153
C -3.4622 4.4520 -0.0798
C -2.9862 -3.0415 -0.2430
C 1.3614 -3.9237 -2.8338
C -2.2368 -4.6697 1.3649
C 2.7618 2.1857 2.6728
H 0.5322 -7.6951 -2.4448
H 3.7385 -0.1554 -7.2782
H 0.3315 3.1678 0.3026
H -5.3508 4.3457 -0.5607
H 2.0746 1.0626 -5.8995
H 4.3911 -2.4599 -6.6533
H -2.4670 3.1268 -1.9437
H -3.8639 -4.9717 0.0264
H 0.6856 1.5653 2.8242
H 1.0387 -6.3181 -0.4486
H 1.3268 -3.3258 3.9996
H 1.5467 -3.9133 -0.7044
H 1.0465 -4.2512 -4.9314
H 5.7482 2.0455 0.3783
H 0.5345 -6.6453 -4.6863
H 2.5480 0.7397 -0.7517
H 2.8046 2.6188 3.6646
H 1.0749 -0.0167 -3.9213
H -1.3640 5.3019 0.9167
H -2.8723 1.7338 -0.9483
H 1.3989 -1.1564 2.7563
H 3.3855 -3.5375 -4.6823
H -3.2008 5.1351 -0.9001
H -2.3940 3.4518 2.3129
H 4.9541 1.2078 -0.8669
H -3.6308 5.0496 0.8262
H -0.3632 -5.0277 3.3575
H -0.8362 4.8286 -0.7075
H -3.6594 2.5485 1.4863
```

Results
energy above the lowest of the compared OMol25 structures with the same formula, charge and spin: 1.20 kcal per mole
electronic energy: -7537.8805 a.u.
HOMO energy (alpha / beta): -3.814 / -3.813 eV
charge: -1
LUMO energy (alpha / beta): 1.40 / 1.40 eV
Kohn-Sham gap (alpha / beta): 5.2 / 5.2 eV



[4]
The molecule C4H9NO, computed with ωB97M-V with the def2-TZVPD basis set.

Structure (XYZ):
```
15
C4H9NO ωB97M-V with the def2-TZVPD basis set
O -1.2653 0.9117 2.2166
N -0.1365 -0.6048 0.9441
C -0.5787 -0.0868 2.1161
C -0.2870 0.0592 -0.3426
C 0.6634 1.2763 -0.4610
C -0.0543 -0.9780 -1.4382
H -1.3205 0.4511 -0.3717
H -0.7087 -1.8497 -1.3501
H 1.7347 1.0230 -0.3782
H -0.2494 -0.6740 2.9984
H 0.5157 1.7920 -1.4122
H 0.4274 2.0111 0.3097
H 0.4885 -1.3938 0.9909
H -0.1970 -0.5671 -2.4415
H 0.9676 -1.3703 -1.3801
```

Results
energy above the lowest of the compared OMol25 structures with the same formula, charge and spin: 8.81 kcal per mole
electronic energy: -287.8184 a.u.
HOMO energy: -9.729 eV
structure (SMILES): CC(C)NC=O
LUMO energy: 0.91 eV
Kohn-Sham gap: 10.6 eV